(1)
Molecular formula: ClH2N3
Method: DFT, the ωB97M-V functional and the def2-TZVPD basis

Summary:
* E_HOMO: -10.39 eV
* gap between HOMO and LUMO: 11.3 eV
* molecular weight: 79.49 u
* E_LUMO: 0.944 eV

Geometry as XYZ:
```
6
Properties=species:S:1:pos:R:3:nbo_charge:R:1
N -1.2294 0.1178 -0.1864 0.260
N -0.9614 -0.8705 -0.7020 -0.115
N -1.3433 1.1926 0.2856 -0.521
Cl 3.3321 -0.7545 0.4574 -0.269
H -2.2138 1.5433 0.4505 0.375
H 2.4157 -1.2287 -0.3051 0.269
```

(2)
Molecular formula: ClH2NO2S
Method: DFT, the ωB97M-V functional and the def2-TZVPD basis

Summary:
* E_HOMO: -10.26 eV
* gap between HOMO and LUMO: 10.1 eV
* molecular weight: 115.54 u
* E_LUMO: -0.190 eV

Geometry as XYZ:
```
7
Properties=species:S:1:pos:R:3:nbo_charge:R:1
N -0.5890 0.0869 0.2637 -0.507
O 1.6590 -0.2864 1.6410 -0.903
O -0.3109 1.0330 1.1942 -0.555
S 0.8283 0.6769 2.3474 1.529
Cl -0.2872 -0.5384 3.6727 -0.300
H -1.4416 -0.4303 0.6082 0.358
H 0.3747 -0.3397 0.2963 0.377
```

(3)
Molecular formula: ClH2NOS
Method: DFT, the ωB97M-V functional and the def2-TZVPD basis

Summary:
* E_HOMO: -10.46 eV
* gap between HOMO and LUMO: 9.2 eV
* molecular weight: 99.54 u
* E_LUMO: -1.269 eV

Geometry as XYZ:
```
6
Properties=species:S:1:pos:R:3:nbo_charge:R:1
N 0.8755 1.1999 0.0334 -0.637
O -1.3762 -0.3358 -0.6633 -1.063
S 1.0134 0.5608 1.2534 1.081
Cl 2.5277 -1.1317 1.2525 -0.451
H -2.2353 0.3231 -0.4881 0.544
H -0.8051 -0.6163 -1.3879 0.526
```

(4)
Molecular formula: ClH2NOS
Method: DFT, the ωB97M-V functional and the def2-TZVPD basis

Summary:
* E_HOMO: -10.02 eV
* gap between HOMO and LUMO: 9.0 eV
* molecular weight: 99.54 u
* E_LUMO: -1.024 eV

Geometry as XYZ:
```
6
Properties=species:S:1:pos:R:3:nbo_charge:R:1
N 0.2831 -0.1714 0.3529 -0.973
O 0.5602 1.6363 2.1891 -0.702
S 0.0995 -0.3776 1.9834 1.000
Cl 1.8924 -1.3406 2.3454 -0.145
H -0.4977 -0.5756 -0.1994 0.391
H 0.2903 0.8050 0.2266 0.428
```

(5)
Molecular formula: ClH2NOS2
Method: DFT, the ωB97M-V functional and the def2-TZVPD basis

Summary:
* E_HOMO (alpha / beta): -9.80 / -9.73 eV
* gap between HOMO and LUMO (alpha / beta): 8.2 / 8.1 eV
* molecular weight: 131.61 u
* E_LUMO (alpha / beta): -1.580 / -1.602 eV

Geometry as XYZ:
```
7
Properties=species:S:1:pos:R:3:nbo_charge:R:1
N 0.1532 -0.0181 -0.8227 -0.764
O 0.0653 -1.9494 1.5006 -0.599
S -2.0250 0.9916 1.1074 -0.265
S -0.3775 0.1265 0.8558 0.871
Cl 1.5121 -1.1638 -0.8390 0.166
H -0.6641 -0.4709 -1.3495 0.416
H 0.6174 1.0095 1.5634 0.175
```

(6)
Molecular formula: ClH2NS
Method: DFT, the ωB97M-V functional and the def2-TZVPD basis

Summary:
* E_HOMO (alpha / beta): -10.02 / -9.63 eV
* gap between HOMO and LUMO (alpha / beta): 8.8 / 7.2 eV
* molecular weight: 83.54 u
* E_LUMO (alpha / beta): -1.170 / -2.460 eV

Geometry as XYZ:
```
5
Properties=species:S:1:pos:R:3:nbo_charge:R:1
N 1.7147 1.5191 0.3792 -0.489
S -2.5591 0.5395 0.1083 -0.097
Cl 0.2546 1.2176 -0.3100 0.203
H 1.8298 2.4950 0.2962 0.308
H -2.7397 0.0348 -1.0273 0.074
```

(7)
Molecular formula: ClH2O3PS
Method: DFT, the ωB97M-V functional and the def2-TZVPD basis

Summary:
* E_HOMO: -10.17 eV
* gap between HOMO and LUMO: 9.5 eV
* molecular weight: 148.51 u
* SMILES: S=P1(Cl)OO1.O
* E_LUMO: -0.632 eV

Geometry as XYZ:
```
8
Properties=species:S:1:pos:R:3:nbo_charge:R:1
O -1.3012 0.4022 -0.1875 -0.529
O 0.7494 -0.5900 1.7813 -0.947
O -1.3213 1.1299 -1.4390 -0.493
P -0.0834 0.1307 -1.1779 1.548
S -0.0097 -1.3634 -2.4312 -0.392
Cl 1.4359 1.2423 -0.6073 -0.136
H 0.6413 -0.3596 2.7076 0.483
H -0.1109 -0.5921 1.3539 0.466
```

(8)
Molecular formula: ClH36O22
Method: DFT, the ωB97M-V functional and the def2-TZVPD basis

Summary:
* charge: -1
* E_HOMO: -6.93 eV
* gap between HOMO and LUMO: 8.9 eV
* molecular weight: 423.72 u
* E_LUMO: 1.923 eV

Geometry as XYZ:
```
59
Properties=species:S:1:pos:R:3:nbo_charge:R:1
Cl 0.3864 0.0722 -0.1798 2.443
O -1.0394 0.2821 0.2038 -0.809
O 1.0182 -0.9887 0.6676 -0.864
O 0.4335 -0.4924 -1.5530 -0.857
O 1.1358 1.3892 -0.1292 -0.859
O -3.1016 2.2451 -0.8558 -0.997
H -2.2504 2.6162 -1.2224 0.527
H -3.4284 2.7464 -0.0815 0.485
O -0.9348 2.6765 1.6486 -1.005
H -0.4276 3.2321 1.0656 0.473
H -1.0027 1.8084 1.1566 0.486
O -2.8848 -0.3045 2.6749 -0.959
H -3.2422 -0.1851 1.8034 0.509
H -3.2207 -1.1594 2.9096 0.454
O 1.8830 -4.1346 0.5427 -0.938
H 2.0944 -4.8415 1.1960 0.456
H 1.3079 -3.5248 1.0458 0.481
O 0.8860 -1.6740 -4.2124 -0.957
H 0.5110 -1.9208 -3.3969 0.485
H 0.9246 -0.7101 -4.1778 0.464
O 1.6061 1.7177 2.7691 -1.007
H 1.1052 0.9908 3.1406 0.505
H 1.2147 2.1147 2.0108 0.473
O 0.9163 4.2215 0.6047 -0.953
H 1.7260 3.7425 0.4211 0.485
H 0.9362 4.6382 1.4660 0.495
O -2.1378 -1.6937 -1.8505 -0.971
H -1.1838 -1.5161 -1.8001 0.480
H -2.3846 -1.6093 -0.9574 0.483
O 2.5233 2.9038 -2.4006 -0.935
H 2.9460 3.5347 -2.9962 0.472
H 2.8902 3.1560 -1.5214 0.468
O -1.0446 -2.9096 0.7238 -0.966
H -0.6271 -2.5828 1.5418 0.494
H -1.8852 -3.2438 1.0269 0.466
O -1.5870 0.4633 -3.6670 -0.968
H -1.5748 -0.3287 -3.0740 0.495
H -0.8914 1.0034 -3.3834 0.457
O 3.4146 0.3183 -1.4612 -0.972
H 2.6900 0.9247 -1.2912 0.490
H 3.1674 -0.5688 -1.2729 0.470
O -0.0830 -0.3155 3.4118 -0.997
H 0.2074 -1.2002 3.2036 0.475
H -0.9854 -0.2204 3.1589 0.501
O 3.3595 -1.0796 2.0863 -0.968
H 2.6147 -0.9816 1.4666 0.490
H 4.0543 -0.7997 1.4855 0.463
O -0.6650 3.1284 -1.9008 -0.961
H 0.2377 3.1287 -1.6012 0.505
H -0.6096 3.4095 -2.8274 0.476
O 0.4546 -2.8081 2.9355 -0.955
H 1.3747 -3.0771 3.1653 0.515
H -0.0887 -3.0506 3.6684 0.490
O 0.2518 -3.0701 -1.7682 -0.936
H 1.1088 -2.8177 -1.4919 0.465
H -0.1628 -2.7556 -0.9963 0.479
O -3.9442 -0.1532 -0.0123 -1.016
H -3.4752 0.6301 -0.3957 0.519
H -4.5178 -0.3764 -0.7226 0.475
```

(9)
Molecular formula: ClH3N2O2S
Method: DFT, the ωB97M-V functional and the def2-TZVPD basis

Summary:
* E_HOMO: -9.74 eV
* gap between HOMO and LUMO: 9.4 eV
* molecular weight: 130.56 u
* E_LUMO: -0.318 eV

Geometry as XYZ:
```
9
Properties=species:S:1:pos:R:3:nbo_charge:R:1
N -1.4392 -0.7357 1.1985 -0.334
N -1.6370 0.3998 1.6051 -0.279
O 1.5021 -1.0092 -1.3419 -0.837
O 0.9400 1.0409 -2.6762 -0.839
S 0.5977 0.4361 -1.4137 1.519
Cl 1.6029 1.3645 0.2512 -0.328
H 1.2931 -1.2282 -0.4200 0.484
H -1.3497 -1.3717 1.9526 0.313
H -1.5098 1.1036 0.8443 0.302
```

(10)
Molecular formula: ClH3N2O2S
Method: DFT, the ωB97M-V functional and the def2-TZVPD basis

Summary:
* E_HOMO (alpha / beta): -9.21 / -9.25 eV
* gap between HOMO and LUMO (alpha / beta): 7.4 / 7.6 eV
* molecular weight: 130.56 u
* E_LUMO (alpha / beta): -1.797 / -1.637 eV

Geometry as XYZ:
```
9
Properties=species:S:1:pos:R:3:nbo_charge:R:1
N 1.5125 0.4328 -0.0846 -0.478
N 0.9352 0.0921 1.0421 -0.309
O -0.7079 -0.1981 -1.4228 -0.939
O -1.7997 -1.5566 0.3450 -0.915
S -1.2136 -0.3239 -0.0569 1.750
Cl -2.7027 1.0986 0.2345 -0.265
H 1.4935 -0.0708 -0.9890 0.410
H 1.4905 1.4508 -0.2762 0.385
H 0.9921 -0.9249 1.2078 0.362
```

(11)
Molecular formula: ClH3NOPS
Method: DFT, the ωB97M-V functional and the def2-TZVPD basis

Summary:
* E_HOMO (alpha / beta): -10.03 / -5.89 eV
* gap between HOMO and LUMO (alpha / beta): 9.5 / 2.9 eV
* molecular weight: 131.52 u
* E_LUMO (alpha / beta): -0.573 / -3.020 eV

Geometry as XYZ:
```
8
Properties=species:S:1:pos:R:3:nbo_charge:R:1
N -0.3180 0.5945 0.4105 -1.198
O 0.5001 -1.2481 -0.8050 -1.067
P -0.3412 -1.0250 0.5733 0.918
S 2.2132 -2.9151 -3.8128 0.139
Cl 0.5414 -3.4126 -2.7961 -0.103
H -0.5301 1.3288 1.0696 0.402
H 0.1182 1.0160 -0.3656 0.402
H 0.5847 -1.8534 -1.5304 0.507
```

(12)
Molecular formula: ClH3NP
Method: DFT, the ωB97M-V functional and the def2-TZVPD basis

Summary:
* E_HOMO: -9.44 eV
* gap between HOMO and LUMO: 10.5 eV
* molecular weight: 83.46 u
* SMILES: NPCl
* E_LUMO: 1.038 eV

Geometry as XYZ:
```
6
Properties=species:S:1:pos:R:3:nbo_charge:R:1
N 0.8738 0.1974 0.3087 -1.111
P -0.3418 -0.9136 -0.0660 0.776
Cl -1.9870 0.3027 -0.2135 -0.338
H 0.4585 1.1474 0.2004 0.382
H 1.0792 0.2223 1.2093 0.365
H -0.0827 -0.9562 -1.4388 -0.074
```

(13)
Molecular formula: ClH3NPS
Method: DFT, the ωB97M-V functional and the def2-TZVPD basis

Summary:
* E_HOMO: -9.49 eV
* gap between HOMO and LUMO: 8.0 eV
* molecular weight: 115.52 u
* SMILES: SNPCl
* E_LUMO: -1.455 eV

Geometry as XYZ:
```
7
Properties=species:S:1:pos:R:3:nbo_charge:R:1
N 0.5546 -0.0875 -0.0884 -1.083
P -1.0769 -0.5455 -0.2883 0.968
S 2.2283 -0.7072 0.1752 0.190
Cl -3.3266 0.1945 0.3006 -0.528
H 0.6723 0.7624 -0.5994 0.387
H -1.1046 0.6694 -1.0039 -0.079
H 2.0530 -0.2860 1.5042 0.146
```

(14)
Molecular formula: ClH3NPS
Method: DFT, the ωB97M-V functional and the def2-TZVPD basis

Summary:
* E_HOMO: -9.23 eV
* gap between HOMO and LUMO: 8.7 eV
* molecular weight: 115.52 u
* SMILES: [H]/N=P/[H].SCl
* E_LUMO: -0.562 eV

Geometry as XYZ:
```
7
Properties=species:S:1:pos:R:3:nbo_charge:R:1
N 0.1131 -0.6780 -1.4345 -1.074
P 0.5412 0.7217 -1.9530 0.822
S -1.3114 0.0378 2.4445 -0.016
Cl -2.8614 1.2420 2.8001 -0.140
H 0.8177 -1.4771 -1.7335 0.376
H -0.5210 1.4105 -1.4755 -0.122
H -1.0152 0.0116 1.0906 0.153
```

(15)
Molecular formula: ClH3O3SSi
Method: DFT, the ωB97M-V functional and the def2-TZVPD basis

Summary:
* E_HOMO: -9.27 eV
* gap between HOMO and LUMO: 7.1 eV
* molecular weight: 146.63 u
* E_LUMO: -2.139 eV

Geometry as XYZ:
```
9
Properties=species:S:1:pos:R:3:nbo_charge:R:1
O -2.9239 1.7153 1.2457 -0.854
O -1.2942 1.1634 -0.7195 -0.971
O 0.9951 0.3164 -0.0361 -1.163
Si 1.8535 -0.9233 -0.3299 1.713
S -1.6213 1.3242 0.8802 1.612
Cl -1.5076 -1.0144 1.0038 -0.548
H 2.4689 -1.8721 0.5743 -0.180
H -0.0653 0.4085 -0.7352 0.572
H 2.0950 -1.1181 -1.8832 -0.182
```

(16)
Molecular formula: ClH4NSi
Method: DFT, the ωB97M-V functional and the def2-TZVPD basis

Summary:
* E_HOMO: -10.17 eV
* gap between HOMO and LUMO: 9.5 eV
* molecular weight: 81.58 u
* SMILES: N=[SiH2].Cl
* E_LUMO: -0.676 eV

Geometry as XYZ:
```
7
Properties=species:S:1:pos:R:3:nbo_charge:R:1
N -0.0274 -0.4570 0.3764 -1.328
Si -0.6510 0.9053 -0.2863 1.415
Cl 2.7679 -2.4827 0.3916 -0.328
H -0.5429 -1.2064 0.0205 0.361
H -1.2279 1.1195 -1.6340 -0.211
H -0.6594 2.1008 0.3927 -0.221
H 1.5701 -1.8818 0.1862 0.312
```

(17)
Molecular formula: ClH4NaO2
Method: DFT, the ωB97M-V functional and the def2-TZVPD basis

Summary:
* E_HOMO: -9.46 eV
* gap between HOMO and LUMO: 8.9 eV
* molecular weight: 94.47 u
* E_LUMO: -0.602 eV

Geometry as XYZ:
```
8
Properties=species:S:1:pos:R:3:nbo_charge:R:1
Na -1.1220 1.0102 0.9933 0.951
Cl 0.8682 1.5490 0.3792 -0.766
O 0.4820 -0.0813 -1.4559 -0.948
H -0.0754 -0.8308 -1.2466 0.406
H 0.3707 0.5148 -0.7153 0.396
O -0.4937 -0.5749 0.8532 -1.024
H 0.4158 -0.3072 0.9846 0.505
H -0.4455 -1.2798 0.2074 0.479
```

(18)
Molecular formula: ClH5N2Si
Method: DFT, the ωB97M-V functional and the def2-TZVPD basis

Summary:
* E_HOMO: -8.18 eV
* gap between HOMO and LUMO: 8.8 eV
* molecular weight: 96.59 u
* E_LUMO: 0.589 eV

Geometry as XYZ:
```
9
Properties=species:S:1:pos:R:3:nbo_charge:R:1
N -0.2327 -1.3815 0.5061 -1.328
N -0.4356 1.4058 0.3476 -1.331
Si 0.3706 0.0960 -0.2068 1.768
Cl 2.2621 -0.0512 -0.2294 -0.356
H -1.1742 -1.6365 0.2363 0.411
H 0.5225 -2.0866 0.6407 0.415
H -1.0295 1.3448 1.1418 0.415
H -0.2509 2.3257 0.1118 0.410
H -0.0322 -0.0163 -2.5481 -0.406
```

(19)
Molecular formula: ClH6N4P
Method: DFT, the ωB97M-V functional and the def2-TZVPD basis

Summary:
* E_HOMO (alpha / beta): -7.84 / -7.36 eV
* gap between HOMO and LUMO (alpha / beta): 7.5 / 8.0 eV
* molecular weight: 128.50 u
* E_LUMO (alpha / beta): -0.320 / 0.654 eV

Geometry as XYZ:
```
12
Properties=species:S:1:pos:R:3:nbo_charge:R:1
N 1.4351 1.5465 0.1461 -0.591
N -0.3709 -1.7041 0.5952 -0.700
N 1.4316 0.5764 -0.7974 -0.495
N -1.5696 -1.3876 -0.0477 -0.748
P -1.7956 0.0781 -1.0038 0.662
Cl -1.5803 1.2444 0.5521 -0.307
H 1.2883 1.2454 1.1694 0.395
H 1.2840 2.6058 -0.1394 0.374
H 0.5560 -1.4127 0.3460 0.382
H -0.4515 -1.5483 1.6678 0.345
H 1.6443 0.9176 -1.7641 0.327
H -1.8716 -2.1615 -0.7244 0.358
```

(20)
Molecular formula: ClH6Na2O3
Method: DFT, the ωB97M-V functional and the def2-TZVPD basis

Summary:
* charge: +1
* E_HOMO: -10.93 eV
* gap between HOMO and LUMO: 6.5 eV
* molecular weight: 135.48 u
* E_LUMO: -4.442 eV

Geometry as XYZ:
```
12
Properties=species:S:1:pos:R:3:nbo_charge:R:1
Na -0.7710 3.8924 1.9972 0.995
Na -0.3584 -4.2005 0.8171 0.994
Cl -0.3987 -0.1966 1.3948 -0.991
O -0.7737 -2.4705 -2.6361 -0.947
H -1.5666 -2.8434 -3.0216 0.471
H -1.0927 -1.7957 -2.0369 0.476
O 3.7850 0.2185 2.9807 -0.941
H 2.9965 0.3542 2.4552 0.474
H 3.4578 -0.0459 3.8405 0.466
O -1.7647 2.7205 -2.0861 -0.944
H -2.5059 2.1310 -1.9471 0.472
H -1.0075 2.2358 -1.7575 0.472
```

Total energy? In order: -625.5884; -1064.7255; -989.4734; -989.4226; -1387.4793; -914.1737; -1426.5883; -2136.8830; -1120.0865; -1120.0656; -1331.4487; -858.1091; -1256.2130; -1256.2096; -1375.3024; -806.7702; -775.3171; -862.2042; -1024.0222; -1013.9127 hartree.